(1)
18
Properties=species:S:1:pos:R:3:forces:R:3:mulliken_charge:R:1 method="wB97M-V/def2-TZVPD" homo_ev=-4.03 relative_energy_kj_mol=123.0 homo_lumo_gap_ev=7.9977 spin_multiplicity=1 total_charge=-1 energy_ev=-11944.122
C 0.2096 1.5351 1.5976 -0.3 0.1 0.1 -0.2404
N -0.2666 0.5900 0.8092 0.2 -0.6 -0.4 -0.5561
C 1.6756 -0.8262 0.1747 -0.5 -0.6 -0.2 -1.4557
C 0.6412 0.2161 -0.2793 0.2 0.9 0.1 0.7174
C -0.0691 -0.1916 -1.5498 -0.8 -0.3 -0.1 -1.0037
O -0.8457 -1.3988 -1.4896 0.7 0.1 0.1 -0.5582
O 1.2151 2.2583 1.4633 0.3 -0.1 0.0 -0.7020
H -0.4040 1.6735 2.5109 -0.2 0.1 -0.1 0.3660
H -1.3869 -1.3298 -0.6848 -0.2 0.0 -0.1 0.3885
H 1.2325 -1.4300 0.9731 0.2 0.3 0.2 0.3173
H 2.5958 -0.3426 0.4998 0.0 -0.1 0.1 0.2977
H 1.8738 -1.5706 -0.6107 0.2 0.4 -0.1 0.3699
H 1.1887 1.1326 -0.5526 0.1 -0.2 -0.1 0.3178
H 0.6896 -0.3264 -2.3209 0.0 -0.2 -0.2 0.4103
H -0.7509 0.6035 -1.8808 0.2 0.2 0.1 0.3265
H -1.7728 -0.0594 0.7036 0.2 0.0 0.5 0.5114
H -3.1826 0.0453 0.0594 0.2 -0.5 0.3 0.2990
O -2.6431 -0.5791 0.5770 -0.4 0.5 -0.4 -0.8058



(2)
32
Properties=species:S:1:pos:R:3:forces:R:3:mulliken_charge:R:1 method="wB97M-V/def2-TZVPD" s_squared=2.009 homo_ev="-16.92 / -18.19" homo_lumo_gap_ev="9.6292 / 8.0998" spin_multiplicity=3 total_charge=+2 energy_ev=-18012.212
Pt -0.2182 -0.8172 0.3403 0.2 0.3 0.0 0.6961
C 2.6827 0.4548 -1.5214 0.0 0.0 0.0 -1.4931
C 1.2667 -0.0228 -1.5426 0.2 0.1 0.0 0.6418
C 0.1861 0.8835 -1.5233 0.1 0.2 0.0 -0.5802
C -1.1519 0.4554 -1.5745 -0.2 0.0 0.2 0.5301
C -2.2872 1.4271 -1.6137 0.0 0.0 0.0 -1.4440
C -1.3997 -0.9455 -1.5398 -0.2 -0.1 -0.3 -0.5117
C -0.3535 -1.8991 -1.6070 -0.1 -0.3 -0.1 0.3303
C -0.6400 -3.3737 -1.6859 0.0 0.0 -0.1 -1.3487
C 0.9735 -1.4075 -1.5740 0.1 -0.1 0.1 -0.4884
H 3.0791 0.4334 -0.5026 0.0 0.0 0.0 0.3105
H 2.7599 1.4766 -1.8878 0.0 0.0 0.0 0.4184
H 3.3183 -0.1921 -2.1249 0.0 0.0 0.0 0.4487
H 0.3950 1.9471 -1.4932 0.0 0.0 0.0 0.5204
H -2.6759 1.6142 -0.6091 0.0 0.0 0.0 0.2972
H -3.1106 1.0315 -2.2070 0.0 0.0 0.0 0.4379
H -1.9698 2.3808 -2.0309 0.0 0.0 0.0 0.4269
H -2.4252 -1.2939 -1.5424 0.0 0.0 0.0 0.6164
H 0.1344 -3.8765 -2.2626 0.0 0.0 0.0 0.4130
H -1.6019 -3.5516 -2.1622 0.0 0.0 0.0 0.4144
H -0.6656 -3.8335 -0.6969 0.0 0.0 0.0 0.2906
H 1.7972 -2.1118 -1.5808 0.0 0.0 0.0 0.5830
C 0.1957 0.5164 4.4524 0.0 0.1 0.0 -1.1600
C 0.1341 0.6951 2.9874 0.0 -0.2 0.0 1.1942
C 0.2252 2.0220 2.3290 0.0 0.0 0.0 -1.1410
O -0.0057 -0.3460 2.3005 0.0 0.1 0.0 -0.4286
H 0.3220 1.4551 4.9802 0.0 0.0 0.0 0.3476
H 1.0151 -0.1685 4.6895 0.0 0.0 0.0 0.3598
H -0.7187 0.0141 4.7825 0.0 0.0 0.0 0.3607
H 0.3456 2.8323 3.0402 0.0 0.0 0.0 0.3631
H -0.6817 2.1878 1.7402 0.0 0.0 0.0 0.2904
H 1.0752 2.0126 1.6405 0.0 0.0 0.0 0.3039



(3)
18
Properties=species:S:1:pos:R:3:forces:R:3:mulliken_charge:R:1 method="wB97M-V/def2-TZVPD" s_squared=0.750 homo_ev="0.44 / -7.55" relative_energy_kj_mol=66.7 homo_lumo_gap_ev="2.7958 / 10.7886" spin_multiplicity=2 total_charge=-1 energy_ev=-12479.386
O 0.6861 -0.0325 -2.3048 0.7 0.5 0.7 -1.1572
H 0.0231 0.4597 -2.7888 -0.6 0.4 -0.4 0.4028
H 0.7092 -0.8886 -2.7323 0.0 -0.8 -0.3 0.4029
O 3.3032 1.3038 -1.8332 0.5 0.2 -0.1 -1.0660
H 2.4003 1.0289 -1.6742 -0.6 -0.4 -0.3 0.3483
H 3.5642 1.7487 -1.0269 0.1 0.1 0.2 0.3969
O -0.1260 -0.1837 0.3585 -0.5 0.5 0.5 -0.3797
H 0.3280 -0.8365 0.8914 0.2 -0.3 0.4 0.3126
H 0.4402 -0.0599 -0.4033 0.1 -0.1 -0.8 0.2730
O 0.8452 -2.6249 1.9413 0.5 0.2 0.0 -0.8984
H 0.4899 -2.6743 2.8287 -0.1 0.0 0.4 0.3494
H 0.1669 -3.0138 1.3892 -0.4 -0.2 -0.4 0.4477
O -1.3979 2.7331 0.4940 -0.1 0.5 0.2 -0.9103
H -1.8882 2.9994 -0.2838 -0.1 0.0 -0.2 0.3565
H -1.1128 1.8394 0.3036 0.3 -0.7 0.1 0.3125
O -3.0346 -0.3459 1.8085 -0.5 0.1 0.4 -0.9484
H -2.8974 -0.4001 0.8627 0.3 0.0 -0.4 0.3965
H -2.4994 -1.0527 2.1695 0.3 -0.2 0.0 0.3609



(4)
28
Properties=species:S:1:pos:R:3:forces:R:3:mulliken_charge:R:1 method="wB97M-V/def2-TZVPD" homo_ev=-3.55 homo_lumo_gap_ev=6.1276 spin_multiplicity=1 total_charge=-1 energy_ev=-32774.424
C 3.8994 -1.1513 -0.2858 0.1 0.0 0.0 -0.7478
C 4.0316 0.2738 -0.7559 -0.4 -0.2 0.1 0.8081
O 4.9021 1.0226 -0.4423 0.1 0.0 -0.1 -0.5383
O 3.0702 0.6263 -1.6799 0.2 0.2 -0.1 -0.4091
C 1.7960 1.0727 -1.2255 0.1 -0.2 0.0 -0.0454
O 1.8633 1.2791 0.1645 -0.2 0.0 0.2 -0.2241
P 0.5884 1.2348 1.1629 0.1 -0.1 -0.5 0.5870
O 0.4403 2.4440 1.9539 0.0 0.1 0.1 -0.7225
O 0.8836 -0.0349 2.0910 0.1 0.2 0.0 -0.4903
O -0.5288 0.8179 0.1496 0.1 -0.1 0.3 -0.0066
C -1.8047 0.2335 0.6081 -0.1 0.0 -0.1 -0.6474
C -2.7552 0.1475 -0.5995 -0.1 -0.1 0.2 0.6068
C -3.3228 -1.2342 -0.8224 0.0 -0.1 -0.1 -1.3037
F -2.0588 0.5458 -1.7653 0.0 0.0 -0.1 -0.3927
H 2.9203 -1.3098 0.1675 0.0 0.1 0.0 0.1084
H 3.9648 -1.8215 -1.1438 0.0 0.0 0.0 0.3020
H 4.6861 -1.3797 0.4282 0.0 0.0 0.0 0.2806
H 1.5833 2.0098 -1.7376 0.0 0.0 0.0 0.2358
H 1.0486 0.3230 -1.4760 -0.1 0.0 0.0 0.2889
H 0.9836 -0.8482 1.5877 -0.1 -0.1 0.0 0.3165
H -1.5956 -0.7575 1.0047 0.0 0.0 0.0 0.3483
H -2.2401 0.8385 1.3928 0.0 0.0 0.0 0.3937
H -3.5661 0.8517 -0.4316 0.0 0.1 -0.2 0.1697
H -2.5868 -2.0076 -0.5832 0.0 0.0 0.0 0.2997
H -4.1785 -1.3525 -0.1588 0.1 -0.1 0.1 0.3344
H -3.6132 -1.3540 -1.8696 0.0 0.1 0.0 0.3463
O -4.2046 -0.4000 1.6810 0.1 0.1 0.0 -0.9920
H -4.2063 -0.0698 2.5855 -0.1 0.0 0.0 0.0938



(5)
94
Properties=species:S:1:pos:R:3:forces:R:3:mulliken_charge:R:1 method="wB97M-V/def2-TZVPD" homo_ev=-12.60 homo_lumo_gap_ev=6.8429 spin_multiplicity=1 total_charge=+2 energy_ev=-68082.320
Rh -0.7261 0.4619 -2.1665 0.0 0.0 0.3 -0.2728
C 5.1213 3.7046 -0.3005 0.0 0.0 0.0 -1.9285
C 4.0731 2.8332 -0.9347 -0.1 0.0 0.0 0.1548
C 4.3740 1.5947 -1.4672 0.0 -0.1 -0.1 0.0765
C 3.3890 0.8334 -2.1162 0.0 0.1 0.1 -0.2303
C 3.6032 -0.3616 -2.8739 0.1 -0.1 -0.1 -0.5172
N 4.2835 -1.4081 -2.5330 -0.1 0.0 0.0 0.0442
C 4.7699 -1.7508 -1.1935 0.0 0.0 0.0 -0.2432
C 4.0232 -2.9696 -0.6514 0.1 0.0 0.0 -1.1760
C 2.6346 -2.7327 -0.0475 -0.1 0.0 0.0 -0.4757
N 1.4852 -2.7251 -0.9632 -0.1 -0.1 0.0 0.3024
C 0.5976 -3.6879 -0.9452 0.2 0.0 -0.1 -0.2490
C -0.7371 -3.6305 -1.3993 -0.1 -0.1 0.0 0.6189
C -1.6014 -4.6893 -1.0362 0.0 0.0 -0.1 -0.8216
C -2.9689 -4.5440 -1.0365 0.0 0.0 0.0 0.1513
C -3.8992 -5.6655 -0.6663 0.0 0.0 0.0 -1.6131
C -3.4627 -3.2595 -1.3075 0.0 0.0 0.0 -0.7689
C -2.6658 -2.1795 -1.6614 0.0 0.0 0.0 1.0334
C -3.2917 -0.8761 -1.7549 0.0 0.0 0.0 -0.3639
N -2.7085 0.2608 -1.8563 -0.1 0.0 0.0 0.1854
C -3.5579 1.4623 -1.8758 0.0 -0.1 0.0 -0.0711
C -3.0263 2.5055 -2.8461 0.0 0.0 0.0 -1.5851
C -1.8754 3.3099 -2.2771 0.0 0.0 0.0 -0.6580
N -0.6757 2.4811 -2.0369 0.0 0.0 0.0 0.2581
C 0.4049 3.1054 -1.7431 0.0 0.0 -0.1 -0.6147
C 1.7331 2.5367 -1.6225 0.0 -0.1 0.1 0.5806
C 2.7504 3.2814 -1.0425 0.1 0.0 0.0 -0.3283
C 2.0442 1.2723 -2.1771 0.1 0.1 0.0 0.8069
O 1.1957 0.4816 -2.7338 -0.1 -0.1 0.0 -1.0860
C -1.2726 -2.3893 -1.8576 -0.1 0.0 0.1 0.6918
O -0.4809 -1.5273 -2.3667 0.0 0.0 -0.1 -0.9309
H 5.9926 3.1219 -0.0033 0.0 0.0 0.0 0.4040
H 4.7290 4.1992 0.5878 0.0 0.0 0.0 0.3964
H 5.4611 4.4794 -0.9895 0.0 0.0 0.0 0.4173
H 5.4007 1.2443 -1.4482 0.0 0.0 0.0 0.6081
H 3.1143 -0.4271 -3.8415 0.0 0.0 0.0 0.5403
H 4.3592 -2.1455 -3.2241 0.0 0.0 0.0 0.3351
H 4.6293 -0.8815 -0.5547 0.0 0.0 0.0 0.1261
H 5.8373 -1.9562 -1.2617 0.0 0.0 0.0 0.4083
H 4.6414 -3.3801 0.1491 0.0 0.0 0.0 0.4313
H 3.9731 -3.7532 -1.4129 0.0 0.0 0.0 0.3643
H 2.5948 -1.7905 0.5050 0.1 0.0 0.0 -0.0743
H 2.4481 -3.5221 0.6796 0.0 0.0 0.0 0.7534
H 1.1756 -1.8506 -1.3995 0.0 0.0 0.1 0.0065
H 0.8964 -4.5858 -0.4102 0.0 0.0 0.0 0.5510
H -1.1635 -5.6329 -0.7265 0.0 0.0 0.0 0.4733
H -3.4103 -6.6318 -0.7762 0.0 0.0 0.0 0.4138
H -4.7852 -5.6688 -1.3001 0.0 0.0 0.0 0.4184
H -4.2330 -5.5732 0.3687 0.0 0.0 0.0 0.3168
H -4.5325 -3.0947 -1.2178 0.0 0.0 0.0 0.5026
H -4.3802 -0.8799 -1.6928 0.0 0.0 0.0 0.3272
H -3.5760 1.8720 -0.8650 0.0 0.0 0.0 -0.2055
H -4.5767 1.1724 -2.1375 0.0 0.0 0.0 0.6454
H -3.8321 3.2011 -3.0845 0.0 0.0 0.0 0.4799
H -2.7409 2.0319 -3.7910 0.0 0.0 0.0 0.3368
H -2.1816 3.7523 -1.3273 0.0 0.0 0.0 0.3362
H -1.6045 4.1168 -2.9588 0.0 0.0 0.0 0.6476
H 0.3466 4.1893 -1.6288 0.0 0.0 0.0 0.4988
H 2.5085 4.2613 -0.6415 0.0 0.0 0.0 0.4657
N -0.1796 0.1367 -0.3135 0.1 -0.1 -0.2 0.9027
P -0.6273 0.6231 1.1081 0.0 0.1 0.4 1.4036
C -2.1423 1.5915 1.3678 -0.1 0.0 -0.2 0.3999
C -3.3187 0.9539 1.7616 0.0 -0.1 0.0 -0.7830
C -4.4995 1.6701 1.8922 0.0 0.0 0.0 -0.7862
C -4.5177 3.0343 1.6328 0.0 0.0 0.0 -0.7649
C -3.3497 3.6831 1.2523 0.0 0.0 0.0 -0.7591
C -2.1706 2.9638 1.1204 0.1 0.0 0.0 -0.7778
C 0.6758 1.5384 1.9968 0.0 0.1 0.0 0.9188
C 0.4289 2.4202 3.0491 0.0 0.0 -0.1 -0.6707
C 1.4801 2.9732 3.7672 0.0 0.0 0.0 -0.8877
C 2.7884 2.6286 3.4613 0.0 0.0 0.0 -0.8892
C 3.0436 1.7399 2.4260 0.0 0.0 -0.1 -0.6154
C 1.9948 1.2103 1.6913 0.0 0.0 -0.1 -0.3350
C -0.8595 -0.8045 2.2141 0.0 -0.1 0.0 -0.8636
C -0.9970 -0.6499 3.5931 0.0 0.0 0.0 -0.4397
C -1.1983 -1.7556 4.4027 0.0 0.0 0.0 -0.8859
C -1.2569 -3.0277 3.8453 0.0 0.0 0.0 -0.7798
C -1.1201 -3.1888 2.4750 0.0 0.0 0.0 -0.7187
C -0.9229 -2.0776 1.6651 0.0 0.0 0.0 0.9283
H -3.3055 -0.1051 1.9934 0.0 0.0 0.0 0.4670
H -5.4033 1.1683 2.2122 0.0 0.0 0.0 0.4880
H -5.4361 3.5952 1.7447 0.0 0.0 0.0 0.4306
H -3.3573 4.7511 1.0762 0.0 0.0 0.0 0.4630
H -1.2570 3.4791 0.8435 0.0 0.0 0.0 0.7758
H -0.5866 2.6763 3.3218 0.0 0.0 0.0 0.4337
H 1.2759 3.6634 4.5750 0.0 0.0 0.0 0.4828
H 3.6068 3.0470 4.0327 0.0 0.0 0.0 0.4497
H 4.0646 1.4667 2.1903 0.0 0.0 0.0 0.5162
H 2.1856 0.5328 0.8653 0.0 0.0 0.0 0.0989
H -0.9465 0.3338 4.0433 0.0 0.0 0.0 0.4481
H -1.3083 -1.6286 5.4714 0.0 0.0 0.0 0.4593
H -1.4122 -3.8888 4.4819 0.0 0.0 0.0 0.4332
H -1.1777 -4.1789 2.0380 0.0 0.0 0.0 0.5070
H -0.8180 -2.1713 0.5950 0.0 0.0 0.1 0.0551



(6)
25
Properties=species:S:1:pos:R:3:forces:R:3:mulliken_charge:R:1 method="wB97M-V/def2-TZVPD" homo_ev=-13.46 relative_energy_kj_mol=0.0 homo_lumo_gap_ev=10.9425 spin_multiplicity=1 total_charge=+1 energy_ev=-17269.284
C 3.1590 0.1548 -1.0510 -1.7 2.8 0.5 -1.0853
C 3.1296 0.6804 1.1488 0.0 0.0 0.9 -0.4152
C -0.4290 -1.3278 1.0227 0.0 2.6 2.0 -1.1668
C -3.0748 -1.0888 -0.3205 0.3 1.7 1.9 -1.2289
C -1.6165 1.3247 0.8398 1.8 -0.1 -1.9 -1.2568
C -0.4510 -0.0832 -1.6185 -0.8 -1.5 -1.4 -1.2623
N 2.4227 0.1386 0.2670 1.0 0.2 -1.4 -0.1874
P -1.3895 -0.2636 -0.0713 -0.9 0.3 1.3 1.2079
H 4.0868 -0.3263 -1.0812 1.2 -1.3 0.2 0.4275
H 2.4567 -0.1786 -1.7944 0.2 -0.3 -0.6 0.2819
H 3.4166 1.2566 -1.2386 -0.5 -1.5 -0.1 0.3662
H 2.7211 0.8835 2.1121 -0.4 -0.1 0.8 0.2654
H -0.9769 -0.0281 -2.6331 0.2 -0.3 1.7 0.4179
H 4.1634 0.9763 1.0311 0.3 0.2 -0.3 0.3095
H -0.5200 -1.0831 2.1473 -0.2 -0.2 -1.9 0.3455
H 0.6092 -1.2230 0.7905 0.7 -0.2 -0.3 0.3770
H -0.8520 -2.2418 0.8455 -0.5 -2.8 -0.2 0.4224
H -3.8729 -0.8987 0.4813 1.7 -0.2 -0.7 0.3499
H -3.0174 -2.1286 -0.5234 0.3 -0.9 -0.2 0.4198
H -3.4445 -0.5787 -1.1579 -0.7 0.5 -1.5 0.4072
H -2.3192 1.9260 0.3167 -0.8 0.6 -0.3 0.3983
H -0.6697 1.9160 0.9064 -0.5 -0.7 -0.3 0.3673
H -1.9056 1.1148 1.8215 -0.8 -0.4 1.5 0.4249
H 0.2370 -0.9525 -1.6026 -0.5 0.3 -0.3 0.3829
H 0.1942 0.7487 -1.6183 0.7 1.3 0.5 0.4315